Entry 1:
{"formula": "C5H10NO2", "method": "wB97M-V/def2-TZVPD", "homo_lumo_gap_ev": 8.152, "total_charge": -1, "elements": ["C", "C", "C", "C", "H", "H", "H", "H", "H", "H", "H", "H", "N", "C", "O", "O", "H", "H"], "xyz": [[-0.58, -1.15, -0.33], [-0.87, -0.42, -1.39], [-1.78, 0.77, -1.36], [0.43, -2.25, -0.25], [-1.03, -0.89, 0.62], [-0.36, -0.66, -2.33], [-1.22, 1.69, -1.59], [-2.56, 0.69, -2.13], [-2.23, 0.90, -0.38], [0.94, -2.37, -1.20], [-0.04, -3.20, 0.02], [1.16, -1.94, 0.51], [1.18, 2.21, 1.51], [1.34, 0.78, 1.61], [2.21, 0.30, 0.84], [0.57, 0.21, 2.40], [0.86, 2.66, 2.35], [1.99, 2.65, 1.10]], "nbo_charge": [-0.14, -0.23, -0.63, -0.65, 0.21, 0.17, 0.21, 0.18, 0.21, 0.19, 0.19, 0.28, -0.92, 0.86, -0.82, -0.82, 0.35, 0.36]}

Entry 2:
{"formula": "C5H10NO2", "method": "wB97M-V/def2-TZVPD", "homo_lumo_gap_ev": 5.797, "total_charge": -1, "elements": ["C", "N", "C", "O", "C", "C", "C", "O", "H", "H", "H", "H", "H", "H", "H", "H", "H", "H"], "xyz": [[0.29, -0.24, 0.08], [1.52, -0.53, -0.60], [2.75, -0.06, 0.16], [2.75, 1.21, 0.46], [-0.72, 0.48, -0.82], [-1.96, 0.89, -0.07], [-2.72, -0.23, 0.56], [-2.54, -1.41, 0.35], [-0.21, -1.11, 0.53], [0.56, 0.43, 0.90], [1.63, -1.52, -0.77], [2.84, -0.76, 1.07], [3.57, -0.45, -0.51], [-0.21, 1.38, -1.16], [-1.01, -0.03, -1.74], [-2.92, 0.50, -0.60], [-2.11, 1.86, 0.38], [-3.50, 0.08, 1.29]], "nbo_charge": [-0.25, -0.69, 0.16, -0.92, -0.43, -0.40, 0.33, -0.60, 0.17, 0.21, 0.33, 0.01, 0.05, 0.23, 0.20, 0.25, 0.23, 0.10]}

Entry 3:
{"formula": "C5H10NO2", "method": "wB97M-V/def2-TZVPD", "homo_lumo_gap_ev": 6.619, "total_charge": -1, "elements": ["C", "C", "C", "C", "C", "N", "O", "O", "H", "H", "H", "H", "H", "H", "H", "H", "H", "H"], "xyz": [[-1.61, 0.78, 0.09], [-0.94, -0.60, 0.46], [-0.42, 1.72, 0.07], [0.40, -0.36, -0.31], [1.21, -1.44, -0.84], [0.49, 0.92, -0.62], [1.29, 1.47, -1.44], [1.28, -0.37, 1.97], [-2.12, 0.82, -0.97], [-2.51, 1.06, 0.77], [-0.73, -0.80, 1.53], [-1.42, -1.50, 0.09], [-0.52, 2.68, -0.49], [-0.03, 1.97, 1.06], [1.69, -2.02, 0.03], [1.72, -1.03, -1.79], [0.45, -2.19, -1.28], [1.79, -1.11, 1.66]], "nbo_charge": [-0.39, -0.46, -0.25, 0.33, -0.68, 0.05, -0.67, -1.27, 0.19, 0.19, 0.29, 0.18, 0.20, 0.22, 0.25, 0.25, 0.19, 0.38]}

Entry 4:
{"formula": "C5H10NO2", "method": "wB97M-V/def2-TZVPD", "homo_lumo_gap_ev": 4.928, "total_charge": -1, "elements": ["C", "C", "C", "O", "C", "N", "C", "O", "H", "H", "H", "H", "H", "H", "H", "H", "H", "H"], "xyz": [[0.84, -0.40, 0.54], [-0.38, -1.32, 0.57], [-0.06, -2.78, 0.02], [-1.00, -3.51, -0.52], [0.66, 0.97, -0.07], [-0.83, 1.40, -0.18], [-0.77, 2.84, -0.40], [1.82, 1.55, -0.39], [1.55, -0.95, -0.01], [1.19, -0.28, 1.56], [-1.14, -1.00, -0.16], [-1.06, -1.24, 1.54], [0.73, -3.40, 0.64], [0.73, -2.42, -0.87], [0.02, 0.83, -1.00], [-0.40, 3.08, -1.47], [-0.13, 3.32, 0.43], [-1.77, 3.34, -0.24]], "nbo_charge": [-0.49, -0.46, 0.06, -0.91, 0.39, -0.36, -0.47, -0.62, 0.24, 0.22, 0.21, 0.17, 0.05, -0.02, 0.37, 0.22, 0.20, 0.20]}

Entry 5:
{"formula": "C5H10NO2", "method": "wB97M-V/def2-TZVPD", "homo_lumo_gap_ev": 7.289, "total_charge": -1, "elements": ["C", "C", "C", "C", "O", "N", "C", "O", "H", "H", "H", "H", "H", "H", "H", "H", "H", "H"], "xyz": [[-0.05, -0.13, 1.33], [-0.05, -0.20, -0.17], [1.13, -0.14, -0.89], [2.48, 0.07, -0.22], [2.45, 1.28, 0.39], [-1.23, -0.39, -0.89], [-2.47, 0.25, -0.28], [-2.94, -0.37, 0.79], [0.97, -0.13, 1.71], [-0.64, -0.95, 1.72], [-0.52, 0.80, 1.65], [0.67, 0.94, -0.45], [1.01, -0.31, -1.96], [3.24, -0.05, -1.02], [2.65, -0.80, 0.46], [-1.39, -1.40, -0.93], [-2.12, 1.30, -0.11], [-3.19, 0.24, -1.12]], "lowdin_charge": [-0.01, -0.35, -0.04, -0.50, -0.32, 0.00, -0.54, -0.31, 0.07, 0.09, 0.10, 0.23, 0.13, 0.08, 0.09, 0.12, 0.09, 0.07]}

Entry 6:
{"formula": "C5H10NO2", "method": "wB97M-V/def2-TZVPD", "homo_lumo_gap_ev": 6.872, "smiles": "CC[C@@H](C=O)NC[O-]", "total_charge": -1, "elements": ["C", "C", "C", "C", "O", "N", "C", "O", "H", "H", "H", "H", "H", "H", "H", "H", "H", "H"], "xyz": [[0.42, -1.50, -1.94], [-0.47, -1.14, -0.75], [0.09, 0.01, 0.10], [-0.04, 1.34, -0.63], [-0.85, 1.52, -1.53], [-0.56, 0.08, 1.40], [0.17, 1.04, 2.31], [0.18, 2.30, 1.90], [0.29, -0.80, -2.76], [1.48, -1.49, -1.67], [0.15, -2.49, -2.34], [-0.53, -1.98, -0.07], [-1.47, -0.84, -1.05], [1.15, -0.18, 0.29], [0.59, 2.15, -0.23], [-1.46, 0.57, 1.27], [-0.33, 0.87, 3.30], [1.17, 0.56, 2.42]], "nbo_charge": [-0.61, -0.41, -0.16, 0.43, -0.61, -0.66, 0.13, -0.94, 0.21, 0.19, 0.19, 0.20, 0.21, 0.18, 0.17, 0.34, 0.08, 0.06]}

Entry 7:
{"formula": "C5H10NO2", "method": "wB97M-V/def2-TZVPD", "homo_lumo_gap_ev": 5.712, "smiles": "O=CNCCCC[O-]", "total_charge": -1, "elements": ["O", "C", "N", "C", "C", "C", "C", "O", "H", "H", "H", "H", "H", "H", "H", "H", "H", "H"], "xyz": [[0.17, 0.78, -3.83], [0.15, 0.31, -2.72], [1.13, 0.59, -1.86], [0.87, 0.64, -0.44], [0.27, -0.68, 0.12], [-1.01, -0.57, 0.97], [-0.68, -0.26, 2.44], [-0.51, -1.42, 3.09], [-0.62, -0.48, -2.48], [1.79, 1.36, -2.11], [1.82, 0.78, -0.09], [0.18, 1.39, -0.16], [0.96, -1.01, 0.79], [0.02, -1.45, -0.72], [-1.52, 0.29, 0.57], [-1.80, -1.22, 0.92], [0.22, 0.37, 2.56], [-1.44, 0.57, 2.97]], "nbo_charge": [-0.64, 0.52, -0.60, -0.22, -0.40, -0.44, 0.01, -0.95, 0.13, 0.38, 0.19, 0.18, 0.23, 0.18, 0.15, 0.21, 0.08, 0.01]}

Entry 8:
{"formula": "C5H10NO2", "method": "wB97M-V/def2-TZVPD", "s2": 0.76, "multiplicity": 2, "homo_lumo_gap_ev": [9.630, 6.502], "total_charge": 0, "elements": ["C", "C", "C", "C", "O", "N", "C", "O", "H", "H", "H", "H", "H", "H", "H", "H", "H", "H"], "xyz": [[-1.34, -1.02, 0.41], [-0.16, -0.59, -0.51], [1.17, -0.16, 0.27], [1.99, -1.23, 0.81], [3.07, -1.29, 1.30], [-0.43, 0.62, -1.26], [-0.83, 1.93, -0.47], [-0.26, 2.93, -1.00], [-1.48, -2.15, 0.43], [-0.90, -0.84, 1.40], [-2.23, -0.19, 0.45], [0.05, -1.26, -1.23], [1.00, 0.64, 1.12], [1.66, 0.47, -0.46], [1.33, -2.08, 0.87], [-0.23, 0.55, -2.24], [-0.46, 1.76, 0.58], [-1.94, 1.91, -0.46]], "nbo_charge": [-0.66, -0.04, -0.55, 0.44, -0.50, -0.68, 0.04, -0.33, 0.24, 0.20, 0.23, 0.20, 0.24, 0.26, 0.07, 0.39, 0.24, 0.21]}

Entry 9:
{"formula": "C5H10NO2", "method": "wB97M-V/def2-TZVPD", "homo_lumo_gap_ev": 8.472, "total_charge": 1, "elements": ["C", "C", "C", "C", "C", "N", "O", "O", "H", "H", "H", "H", "H", "H", "H", "H", "H", "H"], "xyz": [[0.17, -0.43, -0.87], [1.20, 0.29, -0.55], [-1.96, -0.03, 0.17], [2.58, -0.15, -0.44], [-1.59, -0.74, 1.41], [1.03, 1.62, -0.08], [-1.21, -0.01, -0.87], [-3.27, 0.09, -0.05], [0.18, -1.49, -1.33], [2.49, -1.23, -0.47], [3.04, 0.07, 0.50], [3.23, 0.11, -1.27], [-2.18, -1.66, 1.43], [-2.18, -0.29, 2.25], [-0.50, -1.01, 1.50], [0.55, 2.26, -0.66], [1.82, 2.03, 0.21], [-3.39, 0.57, -0.86]], "nbo_charge": [-0.04, 0.19, 0.91, -0.66, -0.78, -0.80, -0.41, -0.57, 0.24, 0.23, 0.25, 0.26, 0.31, 0.30, 0.29, 0.39, 0.38, 0.52]}

Entry 10:
{"formula": "C5H10NO2", "method": "wB97M-V/def2-TZVPD", "homo_lumo_gap_ev": 10.367, "smiles": "[NH3+][C@H](C=O)CCC=O", "total_charge": 1, "elements": ["N", "C", "C", "O", "C", "C", "C", "O", "H", "H", "H", "H", "H", "H", "H", "H", "H", "H"], "xyz": [[0.32, 1.35, -0.01], [0.97, 0.07, -0.08], [1.86, -0.02, -1.32], [1.74, 0.81, -2.21], [-0.14, -1.04, -0.23], [-1.01, -1.52, 0.98], [-1.95, -0.46, 1.48], [-1.71, 0.72, 1.28], [-0.68, 1.28, 0.66], [0.10, 1.83, -0.86], [1.01, 1.99, 0.49], [1.58, -0.13, 0.89], [2.53, -1.02, -1.57], [-0.90, -0.78, -1.09], [0.32, -2.00, -0.60], [-1.66, -2.37, 0.63], [-0.32, -1.99, 1.70], [-2.80, -0.74, 2.24]], "nbo_charge": [-0.75, -0.17, 0.41, -0.49, -0.43, -0.55, 0.51, -0.56, 0.48, 0.45, 0.43, 0.25, 0.18, 0.24, 0.26, 0.27, 0.28, 0.20]}

Entry 11:
{"formula": "C5H10NO2", "method": "wB97M-V/def2-TZVPD", "s2": 2.01, "multiplicity": 3, "homo_lumo_gap_ev": [8.235, 8.321], "total_charge": 1, "elements": ["C", "C", "C", "C", "C", "N", "O", "O", "H", "H", "H", "H", "H", "H", "H", "H", "H", "H"], "xyz": [[-0.68, -0.67, 0.08], [-1.64, 0.06, -1.58], [1.24, 0.75, -0.70], [1.68, -1.34, 0.45], [-0.24, 0.12, 1.21], [0.71, -0.29, 0.17], [-3.05, 1.39, -0.12], [-2.53, 0.81, -1.44], [2.11, 1.21, -0.24], [1.53, 0.31, -1.66], [0.49, 1.51, -0.89], [2.56, -0.92, 0.95], [1.25, -2.11, 1.08], [2.00, -1.79, -0.49], [-0.15, -0.36, 2.18], [-0.47, 1.18, 1.27], [-0.96, -1.71, 0.11], [-3.85, 1.87, -0.37]], "nbo_charge": [-0.01, 0.57, -0.41, -0.41, -0.25, -0.24, -0.56, -0.35, 0.24, 0.24, 0.24, 0.24, 0.24, 0.24, 0.25, 0.26, 0.24, 0.47]}

Entry 12:
{"formula": "C5H10NO2S", "method": "wB97M-V/def2-TZVPD", "homo_lumo_gap_ev": 8.727, "smiles": "CS[C@H]1OC(=O)C[C@@H]1[NH3+]", "total_charge": 1, "elements": ["C", "S", "C", "O", "C", "O", "C", "C", "N", "H", "H", "H", "H", "H", "H", "H", "H", "H", "H"], "xyz": [[-2.95, 0.98, -0.56], [-1.83, 0.45, 0.77], [-0.32, 0.13, -0.26], [0.24, 1.39, -0.66], [1.19, 1.78, 0.11], [1.78, 2.80, 0.00], [1.34, 0.68, 1.23], [0.79, -0.61, 0.48], [1.75, -1.40, -0.47], [-3.76, 1.57, 0.03], [-3.56, 0.23, -1.13], [-2.26, 1.52, -1.10], [-0.77, -0.20, -1.25], [2.27, 0.54, 1.64], [0.65, 0.81, 2.06], [0.49, -1.49, 1.23], [1.29, -2.18, -1.04], [2.55, -1.78, 0.08], [2.16, -0.79, -1.17]], "nbo_charge": [-0.74, 0.23, -0.12, -0.48, 0.77, -0.50, -0.53, -0.08, -0.70, 0.27, 0.24, 0.22, 0.25, 0.25, 0.28, 0.27, 0.46, 0.46, 0.44]}

Entry 13:
{"formula": "C5H10NO3", "method": "wB97M-V/def2-TZVPD", "homo_lumo_gap_ev": 8.158, "total_charge": -1, "elements": ["C", "C", "C", "O", "N", "H", "H", "H", "H", "H", "H", "H", "C", "C", "O", "O", "H", "H", "H"], "xyz": [[-0.94, -2.18, 1.09], [0.07, -1.23, 1.69], [-1.12, -2.00, -0.43], [-1.88, -2.76, -1.01], [-0.36, -1.05, -1.03], [-0.74, -3.24, 1.17], [-1.95, -2.06, 1.45], [0.13, -1.17, 2.77], [-0.11, -1.05, -2.00], [0.03, -0.31, -0.44], [-0.27, -0.23, 1.41], [1.09, -1.33, 1.34], [0.62, 2.79, -1.45], [1.20, 2.52, -0.04], [2.05, 3.33, 0.36], [0.79, 1.47, 0.54], [0.93, 2.03, -2.17], [0.95, 3.75, -1.82], [-0.48, 2.72, -1.42]], "nbo_charge": [-0.50, -0.64, 0.68, -0.67, -0.85, 0.21, 0.22, 0.21, 0.39, 0.45, 0.26, 0.22, -0.74, 0.78, -0.76, -0.84, 0.19, 0.20, 0.20]}

Entry 14:
{"formula": "C5H10NO3", "method": "wB97M-V/def2-TZVPD", "homo_lumo_gap_ev": 8.436, "total_charge": -1, "elements": ["C", "C", "O", "O", "H", "H", "H", "C", "C", "C", "O", "N", "H", "H", "H", "H", "H", "H", "H"], "xyz": [[1.52, -0.88, -2.52], [0.10, -0.27, -2.40], [-0.65, -0.75, -1.51], [-0.18, 0.63, -3.21], [1.84, -0.61, -3.51], [1.50, -1.94, -2.29], [2.23, -0.38, -1.85], [-0.15, 0.99, 1.96], [-1.01, 1.48, 0.78], [-0.10, -0.50, 2.22], [0.29, -0.96, 3.29], [-0.51, -1.29, 1.21], [0.87, 1.30, 1.76], [-0.58, 1.42, 2.86], [-2.02, 1.12, 0.93], [-0.66, 1.27, -0.22], [-0.67, -2.26, 1.38], [-0.76, -0.94, 0.27], [-1.06, 2.57, 0.85]], "nbo_charge": [-0.74, 0.78, -0.84, -0.76, 0.21, 0.20, 0.20, -0.49, -0.62, 0.67, -0.68, -0.83, 0.22, 0.21, 0.20, 0.26, 0.38, 0.46, 0.19]}